No. 1
HN2O5 | ωB97M-V with the def2-TZVPD basis set

Output
* HOMO: -5.3 eV
* gap between HOMO and LUMO: 9.635 eV
* energy: -486.17652 Ha
* ΔE to the lowest compared entry with this formula, charge and spin: 0.4393 eV
* net charge: -1

Geometry (Å):
N 1.8804 0.0482 0.0749
N -1.8399 -0.0473 -0.0471
O 2.4966 -0.1983 1.0344
O -2.8863 0.4150 0.3967
O -1.8665 -0.9649 -0.9367
O 2.1670 0.0270 -1.1245
O -0.7187 0.3783 0.4151
H 0.7675 0.3420 0.1871

=====

No. 2
HN2O5S | ωB97M-V with the def2-TZVPD basis set

Output
* HOMO (spin up / spin down): -3.6 / -4.1 eV
* gap between HOMO and LUMO (spin up / spin down): 7.639 / 7.738 eV
* energy: -884.37141 Ha
* ΔE to the lowest compared entry with this formula, charge and spin: 3.9066 eV
* net charge: -1

Geometry (Å):
N 1.6231 1.9343 -1.4377
N 0.5089 0.2457 1.0774
O 0.0745 1.3844 0.6982
O -0.0022 -1.3642 -0.7957
O -0.3613 -2.2820 1.4494
O -1.9074 -0.4919 0.6509
O 0.5350 2.0836 -1.1390
S -0.5726 -0.9792 0.7839
H 0.1020 -0.5306 -1.2874

=====

No. 3
HN3O | ωB97M-V with the def2-TZVPD basis set

Output
* HOMO (spin up / spin down): -9.7 / -9.9 eV
* gap between HOMO and LUMO (spin up / spin down): 8.728 / 8.482 eV
* energy: -239.82711 Ha
* ΔE to the lowest compared entry with this formula, charge and spin: 5.9866 eV

Geometry (Å):
N 1.1605 0.7174 1.0463
N 0.4874 0.1490 0.3349
N -0.3245 0.1441 -0.6005
O -0.2531 -0.4252 -1.6509
H -1.0704 -0.5853 0.8702

=====

No. 4
HN3O3 | ωB97M-V with the def2-TZVPD basis set

Output
* HOMO (spin up / spin down): 2.5 / 2.4 eV
* gap between HOMO and LUMO (spin up / spin down): 5.207 / 5.297 eV
* energy: -390.29840 Ha
* ΔE to the lowest compared entry with this formula, charge and spin: 0.7722 eV
* net charge: -2

Geometry (Å):
N -0.7882 -0.2232 -0.2797
N 1.0150 -2.0415 0.2743
N -0.8541 1.0168 0.1027
O 2.2130 -1.8110 -0.3033
O 0.1761 1.7151 0.5342
O -1.9558 1.6660 0.0213
H 0.1939 -0.3223 -0.3496

=====

No. 5
HN3O6 | ωB97M-V with the def2-TZVPD basis set

Output
* HOMO (spin up / spin down): -9.0 / -9.5 eV
* gap between HOMO and LUMO (spin up / spin down): 7.553 / 5.394 eV
* energy: -615.81232 Ha
* <S²>: 2.0224
* spin multiplicity: 3

Geometry (Å):
N 0.1142 -0.3759 -0.2151
N -2.0829 1.4967 0.0022
N -1.9365 -1.7922 -0.1384
O -2.4922 0.3165 0.1219
O -2.7789 2.4091 -0.0308
O -1.7040 -1.6851 -1.2493
O -2.6834 -2.1951 0.6224
O -0.8520 1.6358 -0.1513
O -0.4552 -0.9648 0.6944
H 0.7012 0.3698 0.1915

=====

No. 6
HN3OS | ωB97M-V with the def2-TZVPD basis set

Output
* HOMO: -9.7 eV
* gap between HOMO and LUMO: 9.144 eV
* energy: -638.15770 Ha
* structure (SMILES): N#[N+][S-].N=O
* ΔE to the lowest compared entry with this formula, charge and spin: 0.3586 eV

Geometry (Å):
N 1.0060 1.5293 -2.2030
N 1.9455 1.0473 -2.6070
S 3.2338 0.6121 -3.2229
N -0.2414 -0.9820 -0.8364
O 0.3811 -0.4264 0.0595
H 0.3373 -1.3311 -1.6106

=====

No. 7
HN4O4 | ωB97M-V with the def2-TZVPD basis set

Output
* HOMO (spin up / spin down): -2.5 / -2.5 eV
* gap between HOMO and LUMO (spin up / spin down): 6.039 / 6.041 eV
* energy: -520.32674 Ha
* ΔE to the lowest compared entry with this formula, charge and spin: 1.5964 eV
* net charge: -1

Geometry (Å):
N 0.2171 1.5319 0.0235
N 0.9878 -0.7153 0.1667
N -0.0084 0.2509 -0.0377
N -1.3842 -0.1520 0.0546
O 0.7834 -1.8668 -0.4682
O 1.3949 1.8360 0.1678
O -2.2433 0.5710 -0.4054
O -1.5755 -1.1941 0.6241
H 1.8283 -0.2615 -0.1253

=====

No. 8
HN5 | ωB97M-V with the def2-TZVPD basis set

Output
* HOMO: -11.8 eV
* gap between HOMO and LUMO: 12.419 eV
* energy: -274.29841 Ha
* structure (SMILES): n1nn[nH]n1
* ΔE to the lowest compared entry with this formula, charge and spin: 0.2037 eV

Geometry (Å):
N -1.2339 -0.5973 0.0254
N -1.2464 0.7589 0.0110
N 0.0073 1.0998 0.0169
N 0.7323 0.0213 0.0348
N -0.0347 -1.0738 0.0221
H 1.7754 -0.2088 -0.1102

=====

No. 9
HN7O2 | ωB97M-V with the def2-TZVPD basis set

Output
* HOMO (spin up / spin down): -7.9 / -8.1 eV
* gap between HOMO and LUMO (spin up / spin down): 6.881 / 6.813 eV
* energy: -533.99788 Ha
* ΔE to the lowest compared entry with this formula, charge and spin: 1.0527 eV

Geometry (Å):
N -0.1805 -1.6350 -0.5257
N -1.4309 -1.6273 -0.7785
N -2.9514 1.0532 0.4653
N -1.4828 1.5880 -0.1453
N 0.1976 -0.3639 -0.3035
N -2.0001 -0.5478 -0.7891
N -0.9711 0.4100 -0.4687
O -3.9560 1.3672 0.0499
O -0.8060 2.5335 0.1166
H 1.1645 -0.1161 -0.1704

=====

No. 10
HNO2S | ωB97M-V with the def2-TZVPD basis set

Output
* HOMO (spin up / spin down): -9.8 / -9.8 eV
* gap between HOMO and LUMO (spin up / spin down): 7.898 / 7.874 eV
* energy: -603.71896 Ha
* ΔE to the lowest compared entry with this formula, charge and spin: 6.5714 eV

Geometry (Å):
N -1.4338 -0.1124 -0.1122
O -4.0308 1.1553 0.0290
O -0.1979 -0.5923 -0.0416
S -2.7913 -0.8321 -0.0398
H 0.5103 -0.0211 0.2480

=====

No. 11
HNO2S | ωB97M-V with the def2-TZVPD basis set

Output
* HOMO: -10.8 eV
* gap between HOMO and LUMO: 10.239 eV
* energy: -603.84061 Ha
* ΔE to the lowest compared entry with this formula, charge and spin: 3.2610 eV

Geometry (Å):
N 0.1950 0.3406 0.4483
O -0.7888 2.7490 1.9008
O 0.9092 1.5055 -0.0084
S -0.6416 1.8176 0.4283
H -0.2111 0.0200 -0.4183

=====

No. 12
HNO2S2 | ωB97M-V with the def2-TZVPD basis set

Output
* HOMO (spin up / spin down): -10.4 / -10.4 eV
* gap between HOMO and LUMO (spin up / spin down): 7.997 / 7.994 eV
* energy: -1001.97133 Ha
* ΔE to the lowest compared entry with this formula, charge and spin: 4.2871 eV

Geometry (Å):
N -0.8650 -0.5406 0.4595
O 1.3940 0.4435 1.3102
O 0.4030 1.7181 -1.3917
S 0.1886 -1.6331 -0.5146
S 0.5847 0.2601 0.1634
H -1.7052 -0.2480 -0.0269

=====

No. 13
HNO3S | ωB97M-V with the def2-TZVPD basis set

Output
* HOMO: -11.2 eV
* gap between HOMO and LUMO: 10.197 eV
* energy: -679.06090 Ha
* ΔE to the lowest compared entry with this formula, charge and spin: 2.4759 eV

Geometry (Å):
N 0.7762 0.6455 0.3811
O -1.7963 0.4614 0.5786
O -0.5775 -1.5488 -0.1588
O 0.1890 0.7479 -0.9686
S -0.6250 -0.1488 0.0738
H 2.0336 -0.1572 0.0939

=====

No. 14
HNO6P | ωB97M-V with the def2-TZVPD basis set

Output
* HOMO: -6.1 eV
* gap between HOMO and LUMO: 10.273 eV
* energy: -848.14786 Ha
* structure (SMILES): O=[N+]([O-])[P@](=O)([O-])OO
* ΔE to the lowest compared entry with this formula, charge and spin: 0.1737 eV
* net charge: -1

Geometry (Å):
O -1.1076 -1.7313 1.0366
N -1.0012 -0.9847 0.0925
O -1.6063 -1.1199 -0.9483
P -0.1397 0.7481 0.3723
O -0.5560 1.3389 1.6015
O -0.1889 1.3693 -1.0114
O 1.3918 0.0575 0.6224
O 1.8833 -0.1704 -0.7181
H 1.3247 0.4925 -1.0475

=====

No. 15
HNS2 | ωB97M-V with the def2-TZVPD basis set

Output
* HOMO: -9.2 eV
* gap between HOMO and LUMO: 7.248 eV
* energy: -851.66024 Ha
* structure (SMILES): S=[NH+][S-]
* ΔE to the lowest compared entry with this formula, charge and spin: 0.0000 eV

Geometry (Å):
S -0.6322 -1.4212 0.0006
N 0.1120 0.0004 -0.0017
S -0.6158 1.4259 0.0006
H 1.1359 -0.0052 0.0005

=====

No. 16
HO2PS | ωB97M-V with the def2-TZVPD basis set

Output
* HOMO: -9.7 eV
* gap between HOMO and LUMO: 9.265 eV
* energy: -890.62642 Ha
* structure (SMILES): O=POS
* ΔE to the lowest compared entry with this formula, charge and spin: 0.0369 eV

Geometry (Å):
O -0.6818 1.3627 0.4672
P -1.4437 0.1861 -0.0191
O -0.4015 -1.0603 -0.2319
S 1.2426 -0.8932 0.1728
H 1.2845 0.4046 -0.3890

=====

No. 17
HO2S2 | ωB97M-V with the def2-TZVPD basis set

Output
* HOMO: -4.1 eV
* gap between HOMO and LUMO: 7.915 eV
* energy: -947.48909 Ha
* structure (SMILES): O=[SH](=O)[S-]
* ΔE to the lowest compared entry with this formula, charge and spin: 0.1305 eV
* net charge: -1

Geometry (Å):
O -1.2740 -1.0671 1.1140
S -0.9074 -0.8768 -0.2841
O -0.2498 -2.0015 -0.9206
S -2.3389 -0.0487 -1.3299
H 0.1956 0.2198 0.0387

=====

No. 18
HO2S2 | ωB97M-V with the def2-TZVPD basis set

Output
* HOMO (spin up / spin down): -2.5 / -2.5 eV
* gap between HOMO and LUMO (spin up / spin down): 3.683 / 3.725 eV
* energy: -947.39855 Ha
* ΔE to the lowest compared entry with this formula, charge and spin: 2.5943 eV
* net charge: -1

Geometry (Å):
O 3.5864 -1.2950 0.3690
O -1.1579 -0.7278 0.0928
S 3.1895 1.6148 -0.2387
S 2.5819 -0.2443 0.1511
H -1.2430 0.3069 -0.0450

=====

No. 19
HO3PS2 | ωB97M-V with the def2-TZVPD basis set

Output
* HOMO: -9.1 eV
* gap between HOMO and LUMO: 8.761 eV
* energy: -1364.06716 Ha
* ΔE to the lowest compared entry with this formula, charge and spin: 0.9812 eV

Geometry (Å):
O 0.1105 -1.3831 -0.3171
O 0.6529 1.0911 -0.7476
O -1.4691 0.5628 0.2337
P -0.5576 0.0181 -0.9897
S 1.7241 -1.0614 0.2868
S 1.4739 0.8157 0.7934
H -1.9347 -0.0432 0.7406